1.
This record from the Open Molecules 2025 dataset describes a molecular structure, C36H53N7O4SiW in a non-equilibrium geometry. The level of theory is wB97M-V/def2-TZVPD.

```
102
Properties=species:S:1:pos:R:3:forces:R:3:lowdin_charge:R:1
W 0.319 -0.324 0.310 -0.152 2.037 0.564 1.6166
C 5.283 0.351 -0.329 0.069 0.021 0.002 -0.0200
C 5.491 1.750 -0.831 -0.073 -0.061 -0.085 -0.2163
C 6.711 2.385 -0.623 -0.072 0.130 0.017 -0.0231
C 6.959 3.653 -1.119 0.005 -0.031 -0.040 -0.0492
C 5.988 4.313 -1.855 -0.045 -0.021 -0.035 -0.0552
C 4.762 3.710 -2.063 -0.083 -0.029 0.098 -0.0061
C 4.507 2.447 -1.541 0.411 0.187 0.114 -0.2115
N 3.231 1.853 -1.778 -0.335 -0.140 0.007 0.1691
C 2.363 1.519 -0.803 0.567 0.492 0.239 -0.3186
N 2.700 1.860 0.457 0.181 0.165 -0.293 0.1686
C 1.907 1.882 1.623 -0.520 -0.166 -0.067 -0.2079
C 0.622 1.295 1.636 0.643 -0.580 0.110 -0.2200
C -0.134 1.507 2.804 -0.307 -0.043 -0.091 -0.1180
C 0.367 2.192 3.893 -0.118 -0.108 -0.132 -0.0541
C 1.669 2.667 3.869 0.040 -0.095 -0.303 -0.0116
C 2.458 2.538 2.738 -0.106 -0.121 -0.026 -0.2060
C 3.863 3.068 2.733 -0.137 -0.011 -0.006 -0.0198
N 1.228 0.862 -1.066 0.021 -0.331 0.019 -0.0709
C 0.964 0.522 -2.438 0.162 -0.106 -0.791 -0.2867
C 0.242 1.400 -3.249 0.020 -0.056 0.260 -0.0261
C 0.020 1.098 -4.582 0.024 0.078 0.028 -0.0689
C 0.543 -0.064 -5.126 -0.029 -0.045 0.078 -0.0655
C 1.249 -0.940 -4.321 -0.069 0.039 0.000 -0.0297
C 1.465 -0.676 -2.972 -0.103 0.132 0.263 -0.2136
C 2.228 -1.658 -2.130 -0.064 0.066 0.235 -0.0160
H 6.222 -0.197 -0.374 -0.002 -0.058 0.024 0.0965
H 4.547 -0.180 -0.929 -0.019 -0.074 0.021 0.0585
H 4.945 0.342 0.709 -0.021 -0.061 0.061 0.0706
H 7.481 1.871 -0.069 0.092 -0.099 0.035 0.1230
H 7.918 4.116 -0.952 0.098 0.054 0.035 0.1164
H 6.184 5.291 -2.264 0.009 0.100 -0.041 0.1152
H 3.989 4.213 -2.625 -0.096 0.095 -0.066 0.1200
H 2.922 1.784 -2.740 -0.087 -0.190 0.178 0.1638
H 3.552 2.410 0.529 -0.071 -0.162 -0.153 0.1207
H -1.155 1.147 2.844 0.033 -0.123 0.037 0.0952
H -0.238 2.338 4.773 -0.117 0.004 0.059 0.1159
H 2.075 3.158 4.738 0.072 0.087 0.111 0.1243
H 4.132 3.380 3.740 0.087 0.039 -0.063 0.0925
H 3.957 3.938 2.079 0.121 0.022 -0.043 0.0997
H 4.574 2.301 2.421 0.110 0.042 -0.029 0.0830
H -0.141 2.318 -2.828 -0.032 0.078 0.088 0.1243
H -0.539 1.779 -5.204 -0.064 0.137 -0.045 0.1126
H 0.406 -0.285 -6.173 -0.023 -0.022 -0.113 0.1138
H 1.657 -1.842 -4.750 0.056 -0.165 -0.014 0.1224
H 2.065 -2.669 -2.497 0.001 -0.071 0.098 0.0813
H 1.924 -1.627 -1.065 0.485 -0.244 -0.795 0.0354
H 3.300 -1.464 -2.192 0.017 -0.006 0.107 0.0907
C -0.089 -5.068 -1.572 0.266 -0.093 0.251 -0.0126
C 0.931 -5.481 -0.503 -0.215 -0.410 -0.508 -0.6216
C 0.287 -6.384 0.538 0.101 0.257 -0.106 -0.0130
C 2.110 -6.203 -1.152 -0.222 0.262 0.211 -0.0104
O 1.428 -4.279 0.083 -0.029 -0.025 0.157 -0.0656
Si 1.243 -3.447 1.438 0.050 -0.311 0.396 0.0926
O 1.018 -1.906 0.857 0.114 0.136 -0.049 -0.3896
O -0.041 -3.748 2.391 0.576 -0.172 -0.213 -0.0713
C -1.350 -3.226 2.551 -0.523 0.315 0.022 -0.6190
C -1.978 -3.986 3.724 0.213 0.184 -0.328 0.0008
C -1.286 -1.729 2.879 0.183 -0.297 -0.323 -0.0219
C -2.164 -3.410 1.265 0.351 -0.023 0.217 -0.0209
O 2.624 -3.499 2.256 -0.057 -0.109 -0.277 -0.0554
C 3.140 -2.691 3.322 0.289 0.369 0.482 -0.6100
C 2.557 -3.190 4.643 0.109 0.029 -0.352 -0.0068
C 4.663 -2.848 3.304 -0.447 -0.048 -0.076 -0.0115
C 2.762 -1.224 3.074 0.049 -0.396 -0.041 -0.0359
H -0.533 -5.951 -2.020 -0.086 -0.099 -0.126 0.0937
H 0.399 -4.486 -2.350 0.074 0.059 -0.122 0.0738
H -0.878 -4.463 -1.132 -0.147 0.043 0.100 0.0621
H -0.086 -7.281 0.056 -0.042 -0.167 0.002 0.1004
H -0.532 -5.880 1.037 -0.180 0.005 0.071 0.0614
H 1.021 -6.663 1.288 0.109 -0.119 0.149 0.1023
H 1.757 -7.078 -1.691 0.012 -0.094 -0.063 0.0959
H 2.813 -6.517 -0.388 0.125 -0.077 0.081 0.0947
H 2.627 -5.541 -1.841 0.056 0.075 -0.135 0.0843
H -1.414 -3.807 4.636 0.065 0.039 0.063 0.0939
H -1.950 -5.051 3.517 -0.034 -0.168 -0.034 0.0948
H -3.008 -3.682 3.882 -0.135 0.050 0.009 0.0946
H -0.641 -1.556 3.740 0.103 0.144 -0.118 0.1012
H -2.283 -1.360 3.109 -0.032 0.168 -0.107 0.1071
H -0.885 -1.163 1.990 -0.587 -0.276 0.940 0.0081
H -2.212 -4.460 0.986 -0.042 -0.042 -0.029 0.0854
H -1.690 -2.848 0.448 -0.112 -0.126 0.052 0.0500
H -3.174 -3.037 1.415 -0.113 0.054 -0.059 0.0949
H 2.743 -4.255 4.749 0.067 -0.094 0.038 0.0996
H 1.482 -3.033 4.662 -0.173 0.036 0.062 0.0728
H 3.013 -2.668 5.479 0.005 0.065 0.106 0.0957
H 4.930 -3.899 3.372 0.030 -0.092 0.026 0.0948
H 5.107 -2.317 4.144 0.020 0.040 0.051 0.0930
H 5.068 -2.447 2.379 0.075 0.029 -0.120 0.0815
H 1.677 -1.105 3.136 0.088 0.149 0.077 0.0598
H 3.095 -0.937 2.069 0.015 0.093 0.198 0.0732
H 3.224 -0.574 3.814 0.057 0.040 0.058 0.1023
N -3.329 -2.084 -3.673 -0.312 0.005 0.383 0.2272
C -3.942 -1.938 -2.490 -0.074 -0.426 -0.837 -0.4355
N -5.130 -2.508 -2.289 0.233 0.153 -0.156 0.2213
N -3.441 -1.272 -1.469 -0.061 0.430 0.684 0.1769
C -2.358 -0.724 -1.168 0.550 0.215 0.525 -0.2368
N -1.433 -0.204 -0.633 -1.071 -0.611 -0.896 0.0062
H -3.801 -2.557 -4.426 0.099 -0.002 -0.067 0.1327
H -2.450 -1.639 -3.871 0.031 0.053 0.069 0.1217
H -5.606 -3.029 -3.004 -0.026 -0.004 -0.044 0.1347
H -5.604 -2.345 -1.417 0.028 -0.004 0.047 0.1371
```
Positions in Å, forces in eV/Å.

Properties
Total charge: +2
<S²>: 2.02
E_LUMO (alpha / beta), eV: -5.9 / -5.8
HOMO energy (alpha / beta), eV: -13.0 / -13.4
DFT total energy, eV: -66510.6599
HOMO-LUMO gap (alpha / beta), eV: 7.05 / 7.59
Relative energy (zero: lowest compared OMol25 entry of this formula, charge and spin), eV: 0.0000
2S+1: 3

***

2.
This record from the Open Molecules 2025 dataset describes a molecular structure, C36H54F6KN5O4S2Sb. The level of theory is wB97M-V/def2-TZVPD.

```
109
Properties=species:S:1:pos:R:3:forces:R:3:lowdin_charge:R:1
K -0.037 -1.072 0.870 -0.251 0.859 -0.144 0.7676
C 0.346 2.433 0.513 -0.025 -0.058 0.015 -0.1523
N 0.475 1.487 1.615 0.027 -0.022 0.265 -0.2086
C -0.704 1.535 2.500 -0.041 0.053 -0.009 -0.1522
C -2.034 1.112 1.889 -0.101 0.085 0.005 -0.3955
C -2.908 2.107 1.434 -0.114 -0.012 0.011 -0.1341
C -4.294 1.740 1.426 0.068 -0.054 0.117 -0.1683
C -4.666 0.451 1.562 0.002 -0.015 -0.027 -0.0923
C -3.606 -0.623 1.477 0.020 -0.102 -0.064 -0.3606
N -2.316 -0.171 2.006 0.074 0.150 0.180 0.0022
C 1.696 1.655 2.390 -0.002 0.031 -0.081 -0.1316
C 2.921 0.894 1.902 -0.118 0.124 -0.137 -0.2513
C 4.169 1.193 2.450 -0.018 0.028 0.008 -0.0320
C 5.266 0.453 2.057 -0.004 -0.027 -0.024 -0.0740
C 5.093 -0.558 1.121 0.028 0.026 0.007 -0.0591
C 3.821 -0.774 0.623 0.008 -0.010 0.021 -0.1207
N 2.757 -0.066 1.003 0.002 -0.066 0.181 0.1029
C 1.467 2.270 -0.471 -0.038 -0.080 -0.068 -0.3043
C 2.532 3.157 -0.525 0.074 0.059 -0.011 -0.0291
C 3.596 2.886 -1.372 -0.032 -0.021 0.000 -0.0666
C 3.559 1.730 -2.132 0.029 0.022 -0.019 -0.0633
C 2.440 0.915 -2.031 -0.037 0.001 0.049 -0.1541
N 1.410 1.179 -1.239 0.032 -0.024 -0.002 0.1225
H 0.308 3.470 0.891 0.021 0.028 -0.032 0.1299
H -0.599 2.223 0.004 0.024 0.096 0.071 0.0832
H -0.814 2.545 2.929 0.036 0.008 -0.026 0.1221
H -0.515 0.837 3.317 -0.018 0.028 0.025 0.1155
H -2.617 3.150 1.477 0.005 -0.017 0.015 0.0726
H -5.047 2.525 1.416 -0.007 -0.006 -0.004 0.0902
H -5.702 0.171 1.721 -0.009 0.035 -0.013 0.0798
H -3.900 -1.484 2.089 -0.034 0.015 0.006 0.1122
H 1.502 1.286 3.401 -0.030 0.031 -0.001 0.1286
H 1.959 2.722 2.505 0.020 -0.032 0.000 0.1279
H 4.264 1.990 3.178 -0.008 -0.003 -0.003 0.1099
H 6.244 0.659 2.475 0.003 -0.005 -0.005 0.1010
H 5.923 -1.168 0.790 -0.010 -0.007 -0.013 0.1004
H 3.632 -1.556 -0.107 0.010 -0.001 0.010 0.1055
H 2.535 4.039 0.103 -0.029 -0.019 0.009 0.1108
H 4.444 3.557 -1.422 0.004 -0.001 -0.005 0.1026
H 4.376 1.459 -2.787 -0.008 -0.010 -0.008 0.1004
H 2.378 -0.008 -2.598 -0.002 -0.015 -0.059 0.1126
F 0.230 -5.965 2.993 0.011 -0.134 -0.009 0.1368
C 0.181 -4.637 2.893 0.047 -0.051 -0.042 -0.6822
F 0.082 -4.127 4.119 0.052 0.091 0.159 0.1426
F -0.910 -4.305 2.211 -0.147 0.084 -0.134 0.1424
S 1.697 -4.000 2.063 0.243 -0.018 0.089 0.5828
O 1.524 -2.567 2.038 0.206 -0.475 0.291 -0.4035
O 2.771 -4.540 2.836 -0.035 -0.070 -0.032 -0.2643
N 1.638 -4.667 0.642 0.001 0.059 -0.022 -0.2827
S 1.088 -3.922 -0.632 0.032 -0.156 -0.128 0.5841
O 2.120 -3.346 -1.448 -0.011 -0.010 0.033 -0.2757
O -0.106 -3.137 -0.426 0.046 -0.516 -0.313 -0.4121
C 0.479 -5.390 -1.558 0.035 0.038 0.059 -0.6943
F 1.459 -6.236 -1.852 0.217 -0.114 -0.001 0.1418
F -0.444 -6.035 -0.854 -0.138 -0.084 0.109 0.1421
F -0.072 -4.979 -2.700 -0.085 0.123 -0.165 0.1360
C -1.408 3.815 -6.152 0.003 0.059 0.044 -0.1173
C -0.789 4.155 -4.801 -0.034 -0.168 0.052 -0.7257
C -1.141 5.592 -4.430 -0.001 0.006 0.092 -0.1477
C 0.735 4.052 -4.886 0.028 -0.038 -0.012 -0.1530
Sb -1.375 2.839 -3.102 -0.095 0.062 -0.138 1.6264
C -3.504 3.387 -2.790 0.135 -0.145 -0.004 -0.7152
C -3.475 4.627 -1.900 0.121 0.133 0.004 -0.1466
C -4.326 3.671 -4.038 0.012 -0.027 -0.029 -0.1193
C -4.139 2.259 -1.980 0.052 0.035 -0.033 -0.1351
C -1.409 0.810 -4.026 -0.049 0.065 0.147 -0.6899
C -2.530 0.521 -5.019 0.024 -0.043 0.104 -0.1093
C -0.068 0.586 -4.709 0.031 0.015 -0.100 -0.1310
C -1.523 -0.151 -2.835 0.021 0.257 0.024 -0.1326
H -1.053 4.526 -6.911 -0.007 0.000 -0.002 0.0812
H -2.497 3.875 -6.124 0.004 -0.014 -0.033 0.0602
H -1.133 2.817 -6.487 0.022 -0.061 -0.028 0.0531
H -0.711 6.282 -5.169 0.000 -0.012 -0.005 0.0805
H -0.734 5.863 -3.451 -0.016 0.023 -0.015 0.0734
H -2.218 5.761 -4.407 0.013 0.018 -0.017 0.0516
H 1.120 4.773 -5.619 -0.008 -0.008 -0.006 0.0797
H 1.064 3.058 -5.192 0.017 0.039 0.010 0.0546
H 1.202 4.271 -3.922 0.022 0.018 -0.006 0.0624
H -2.985 5.478 -2.385 -0.077 -0.052 0.094 0.0521
H -2.959 4.421 -0.959 -0.006 0.014 -0.006 0.0642
H -4.503 4.924 -1.655 -0.002 0.005 -0.002 0.0843
H -3.966 4.551 -4.572 -0.011 0.015 -0.037 0.0534
H -5.367 3.866 -3.751 -0.004 0.003 0.003 0.0829
H -4.327 2.830 -4.732 -0.009 -0.034 -0.027 0.0635
H -3.550 2.011 -1.093 -0.035 -0.009 -0.028 0.0434
H -4.282 1.360 -2.574 -0.017 -0.163 -0.098 0.0520
H -5.128 2.573 -1.624 -0.004 0.006 -0.001 0.0904
H -2.482 1.160 -5.900 -0.006 0.061 -0.059 0.0594
H -3.514 0.630 -4.568 -0.090 0.035 0.048 0.0565
H -2.447 -0.521 -5.358 0.006 0.020 -0.008 0.0858
H 0.062 1.214 -5.592 -0.015 -0.029 -0.039 0.0540
H 0.003 -0.460 -5.032 0.010 0.013 0.015 0.0899
H 0.760 0.779 -4.031 0.114 0.024 0.048 0.0431
H -2.526 -0.103 -2.432 -0.204 -0.080 0.128 0.0270
H -0.834 0.102 -2.017 0.018 -0.060 -0.250 0.0510
H -1.338 -1.188 -3.139 0.034 0.041 -0.058 0.0947
C -4.732 -3.313 0.158 -0.010 0.045 -0.010 -0.0740
C -4.677 -1.925 -0.479 0.012 -0.019 -0.037 -0.4246
C -4.655 -2.056 -2.001 -0.034 -0.030 0.102 -0.0802
C -3.469 -1.132 0.024 -0.051 0.001 0.074 -0.1490
H -5.615 -3.863 -0.178 0.002 -0.014 0.009 0.0706
H -4.761 -3.257 1.246 -0.003 -0.025 -0.004 0.0665
H -3.847 -3.890 -0.125 0.004 -0.010 0.011 0.0807
H -5.584 -1.375 -0.201 0.008 0.002 0.005 0.1256
H -3.729 -2.537 -2.329 0.003 0.001 -0.022 0.0790
H -4.717 -1.078 -2.481 0.021 0.046 -0.036 0.0575
H -5.494 -2.661 -2.356 0.012 0.001 -0.019 0.0715
H -3.325 -0.248 -0.596 0.034 0.060 -0.075 0.0855
H -2.582 -1.776 -0.092 -0.021 0.087 0.091 0.0986
```
Positions in Å, forces in eV/Å.

Properties
Total charge: -1
E_LUMO, eV: 2.1
HOMO energy, eV: -3.1
DFT total energy, eV: -114688.8194
HOMO-LUMO gap, eV: 5.24
Relative energy (zero: lowest compared OMol25 entry of this formula, charge and spin), eV: 0.5227
2S+1: 1

***

Question: relative energy (zero: lowest compared OMol25 entry of this formula, charge and spin) of number 2 (C36H54F6KN5O4S2Sb)?
Answer: 0.5227 eV